1.
{
  "formula": "C5H8O",
  "method": "ωB97M-V/def2-TZVPD",
  "e_above_lowest_kcal_mol": 29.1,
  "homo_ev": -9.603,
  "total_energy_ev": -7360.99274,
  "total_charge": 0,
  "gap_ev": 10.62,
  "symbols": ["C", "C", "O", "C", "C", "C", "H", "H", "H", "H", "H", "H", "H", "H"],
  "positions_angstrom": [[-1.743, -0.065, 0.762], [-0.774, 0.874, 0.043], [-0.752, 2.072, 0.207], [0.212, 0.089, -0.771], [1.693, 0.282, -0.775], [1.060, -0.756, 0.127], [-2.242, -0.725, 0.042], [-1.205, -0.736, 1.446], [-2.469, 0.504, 1.337], [-0.198, -0.418, -1.644], [2.118, 1.135, -0.254], [2.223, 0.023, -1.690], [1.051, -1.832, -0.003], [1.026, -0.448, 1.173]]
}

2.
{
  "formula": "C3H6O4",
  "method": "ωB97M-V/def2-TZVPD",
  "e_above_lowest_kcal_mol": 46.0,
  "homo_ev": -10.700,
  "total_energy_ev": -11396.69741,
  "total_charge": 0,
  "gap_ev": 11.51,
  "symbols": ["C", "C", "C", "O", "O", "O", "O", "H", "H", "H", "H", "H", "H"],
  "positions_angstrom": [[2.205, -0.099, -0.476], [1.603, 0.412, 0.872], [-2.168, -0.007, -0.244], [1.092, -0.682, 0.221], [-1.562, -1.134, -0.219], [-1.683, 1.080, -0.273], [-3.522, -0.181, -0.236], [2.029, 0.289, -1.396], [3.130, -0.699, -0.520], [1.141, 1.392, 0.646], [-0.661, -1.133, 0.064], [2.272, 0.018, 1.667], [-3.873, 0.744, -0.107]]
}

3.
{
  "formula": "C4H8O2",
  "method": "ωB97M-V/def2-TZVPD",
  "e_above_lowest_kcal_mol": 19.6,
  "homo_ev": -10.330,
  "total_energy_ev": -8372.43067,
  "total_charge": 0,
  "gap_ev": 11.21,
  "symbols": ["C", "C", "C", "O", "C", "O", "H", "H", "H", "H", "H", "H", "H", "H"],
  "positions_angstrom": [[-0.836, 1.166, -0.144], [0.117, -0.037, -0.225], [1.195, 0.039, 0.857], [0.720, -0.083, -1.494], [-0.707, -1.300, -0.033], [-0.864, -2.101, -0.926], [-0.313, 2.038, -0.545], [-1.733, 1.001, -0.751], [-1.141, 1.381, 0.886], [1.914, -0.776, 0.732], [0.760, -0.017, 1.862], [1.734, 0.988, 0.769], [0.336, -0.854, -1.946], [-1.180, -1.444, 0.959]]
}

4.
{
  "formula": "CH4NOS",
  "method": "ωB97M-V/def2-TZVPD",
  "e_above_lowest_kcal_mol": 0.2,
  "homo_ev": -3.113,
  "total_energy_ev": -15476.48777,
  "total_charge": -1,
  "gap_ev": 7.26,
  "symbols": ["S", "H", "C", "N", "O", "H", "H", "H"],
  "positions_angstrom": [[-1.163, -1.852, 1.089], [-1.226, -2.855, 0.220], [0.858, 1.053, -1.036], [0.247, 0.977, 0.164], [1.374, 2.043, -1.515], [0.827, 0.054, -1.511], [-0.073, 1.824, 0.610], [-0.255, 0.098, 0.375]]
}

5.
{
  "formula": "C4H8NOS",
  "method": "ωB97M-V/def2-TZVPD",
  "e_above_lowest_kcal_mol": 107.4,
  "homo_ev": [-16.071, -14.509],
  "total_energy_ev": -18638.58885,
  "total_charge": 1,
  "gap_ev": [8.79, 6.58],
  "symbols": ["C", "C", "C", "C", "N", "O", "S", "H", "H", "H", "H", "H", "H", "H", "H"],
  "positions_angstrom": [[1.079, 0.273, 0.140], [-1.154, 1.475, 0.293], [-0.108, -1.833, 0.070], [0.008, 0.975, -0.591], [1.102, -1.118, 0.248], [2.209, -1.671, 0.562], [2.491, 1.219, 0.345], [-1.506, 0.490, 0.706], [-1.041, 2.144, 1.110], [-1.920, 1.983, -0.295], [-1.031, -1.311, 0.504], [0.071, -2.934, 0.417], [-0.236, -1.770, -1.053], [0.447, 1.767, -1.184], [-0.412, 0.311, -1.271]]
}